Record 1
{"formula": "C35H27CrN2O4", "method": "ωB97M-V/def2-TZVPD", "symbols": ["C", "O", "C", "C", "C", "C", "N", "C", "N", "C", "C", "C", "C", "C", "H", "H", "H", "H", "H", "H", "H", "H", "H", "H", "H", "H", "O", "C", "Cr", "C", "O", "C", "O", "C", "C", "C", "C", "C", "C", "C", "C", "C", "C", "C", "C", "C", "C", "C", "C", "C", "C", "C", "C", "C", "H", "H", "H", "H", "H", "H", "H", "H", "H", "H", "H", "H", "H", "H", "H"], "coordinates": [[-3.02668, 4.54127, 0.17307], [-3.61552, 3.27350, -0.18620], [-3.58694, 2.25349, 0.71616], [-4.01417, 0.98608, 0.24443], [-3.52566, -0.15183, 0.85124], [-2.66412, -0.04021, 1.93944], [-2.01108, -1.18947, 2.35231], [-2.06478, -2.38909, 1.66932], [-1.68700, -3.28192, 2.63155], [-1.86762, -4.70982, 2.62308], [-1.09845, -2.63907, 3.72571], [-1.30058, -1.33183, 3.54624], [-2.45821, 1.19001, 2.57726], [-2.94348, 2.35916, 1.97840], [-3.21112, 5.17890, -0.68733], [-3.51720, 4.95356, 1.06044], [-1.94730, 4.44954, 0.34282], [-4.58742, 0.93635, -0.67358], [-3.72819, -1.14300, 0.46191], [-2.10249, -5.03755, 1.60405], [-0.92894, -5.16967, 2.97549], [-2.67978, -5.03720, 3.30458], [-0.62988, -3.15539, 4.54076], [-1.07233, -0.52778, 4.20715], [-1.91204, 1.25382, 3.51956], [-2.72754, 3.34680, 2.40504], [-5.50638, -5.58065, -6.32833], [-5.62423, -5.48082, -5.17328], [-5.62931, -5.52523, -3.26707], [-3.75599, -5.50123, -3.48292], [-2.61468, -5.57158, -3.71480], [-5.44477, -7.39838, -3.54612], [-5.22881, -8.49729, -3.86805], [-7.72617, -5.28713, -2.76140], [-7.21606, -4.07862, -3.25416], [-6.04805, -3.53028, -2.70095], [-5.41854, -4.11586, -1.57677], [-4.16686, -3.55681, -1.04697], [-2.98801, -3.26076, -0.87638], [-1.61122, -2.94774, -0.70767], [-0.71667, -4.11341, -0.56083], [-1.26717, -5.42800, -0.59351], [-0.47473, -6.57792, -0.47908], [0.91932, -6.45709, -0.46585], [1.49047, -5.18038, -0.47036], [0.68603, -4.03755, -0.42874], [-1.15220, -1.74212, -1.41819], [-2.12063, -0.78628, -1.82266], [-1.77329, 0.53228, -2.13159], [-0.42487, 0.89842, -2.21488], [0.54344, -0.10708, -2.10528], [0.17162, -1.42951, -1.83664], [-5.89441, -5.38029, -1.16507], [-7.05929, -5.93395, -1.71601], [-8.61429, -5.74074, -3.20687], [-7.69475, -3.56951, -4.09133], [-5.59623, -2.63033, -3.13022], [-2.35263, -5.55413, -0.67581], [-0.94735, -7.56652, -0.41770], [1.54644, -7.35193, -0.45609], [2.57490, -5.07601, -0.48584], [1.16717, -3.08142, -0.24944], [-3.17537, -1.06849, -1.83931], [-2.55568, 1.28181, -2.29039], [-0.14838, 1.94101, -2.40992], [1.59474, 0.15882, -2.24139], [0.92890, -2.20084, -1.96105], [-5.33340, -5.91947, -0.39863], [-7.42009, -6.89186, -1.34688]], "atomic_forces_ev_per_a": [[0.00, 0.28, 0.08], [-0.38, -1.70, 1.69], [0.75, 1.37, -1.36], [0.30, -0.77, 0.21], [-1.13, 0.90, -1.34], [0.97, -1.22, 0.38], [0.66, 1.12, 0.25], [-1.61, -1.72, 1.66], [0.47, 1.32, -0.75], [0.24, -1.00, -0.15], [-0.61, 0.30, -0.20], [0.00, 0.13, 0.63], [-0.49, 2.08, 0.02], [0.81, -0.81, 0.74], [0.01, -0.01, 0.11], [0.04, -0.04, -0.21], [-0.25, -0.15, -0.06], [0.00, 0.02, 0.11], [-0.05, 0.17, -0.01], [0.16, 0.08, 0.45], [-0.41, -0.04, -0.33], [0.38, 0.49, -0.33], [0.04, -0.14, 0.07], [0.13, 0.28, 0.14], [-0.13, 0.06, -0.42], [-0.09, -0.63, -0.12], [-0.64, 0.46, 4.13], [0.85, -0.13, -4.81], [-0.03, -1.44, -1.78], [4.31, -0.29, -0.81], [-3.81, 0.35, 0.87], [1.41, -4.54, -1.15], [-1.00, 3.82, 1.29], [-1.12, 0.32, 0.39], [-0.47, 0.11, -0.21], [0.61, 1.55, 0.35], [1.12, 0.64, 0.51], [0.04, -0.33, -0.35], [-1.15, -0.28, -0.12], [0.54, -0.66, -2.26], [-0.01, -1.10, 0.22], [0.22, -0.14, 0.18], [-0.10, 0.45, -0.13], [-0.14, 0.13, -0.11], [-0.32, -0.14, 0.17], [0.00, -0.07, 0.19], [-0.42, 0.50, -0.86], [0.06, 0.64, 0.55], [0.17, -0.31, -0.18], [-0.19, -0.06, 0.23], [-0.34, 0.00, -0.25], [0.28, 0.32, 0.57], [0.78, 0.16, 1.49], [-0.47, -0.30, 0.07], [0.34, 0.17, 0.11], [0.15, -0.26, 0.18], [-0.35, -0.31, 0.21], [0.45, 0.08, 0.02], [0.22, 0.48, -0.16], [-0.18, 0.36, 0.02], [-0.28, 0.02, 0.17], [-0.09, -0.20, -0.13], [0.31, 0.14, 0.28], [0.28, -0.33, -0.15], [-0.04, -0.50, 0.09], [-0.35, -0.30, -0.16], [-0.22, 0.26, 0.40], [-0.34, 0.22, -0.17], [0.12, 0.17, -0.16]], "spin_multiplicity": 4, "orbital_gap_ev": [6.262, 4.944], "s2": 3.82, "total_charge": 2, "fmax_ev_per_a": 4.89, "lumo_energy_ev": [-5.25, -8.53]}

---

Record 2
{"formula": "C35H27F3I2N3O4", "method": "ωB97M-V/def2-TZVPD", "symbols": ["C", "C", "I", "C", "I", "C", "C", "N", "C", "N", "C", "F", "F", "F", "N", "H", "H", "H", "H", "H", "H", "H", "H", "H", "H", "H", "C", "C", "C", "C", "C", "C", "C", "O", "C", "C", "C", "C", "C", "C", "C", "O", "H", "H", "H", "H", "H", "H", "H", "H", "C", "C", "C", "C", "C", "C", "C", "O", "C", "C", "C", "C", "C", "C", "C", "O", "H", "H", "H", "H", "H", "H", "H", "H"], "coordinates": [[0.80996, 7.24197, 0.85093], [1.92530, 8.03714, 1.51925], [1.24274, 10.04888, 1.87051], [2.57066, 7.33870, 2.74937], [3.31783, 8.77323, 4.18468], [1.61726, 6.42758, 3.46759], [0.43199, 6.97126, 4.24586], [-0.00982, 5.70509, 4.93043], [1.08375, 4.88317, 4.91929], [0.99514, 3.60439, 5.20093], [2.13657, 2.72803, 5.13072], [2.73019, 2.84551, 3.92556], [1.69794, 1.47167, 5.29976], [3.03057, 3.04199, 6.08346], [2.17201, 5.55871, 4.54024], [1.22142, 6.46108, 0.22786], [0.06441, 6.86206, 1.52989], [0.29050, 7.90332, 0.17705], [2.71319, 8.14362, 0.79534], [3.44060, 6.77073, 2.46548], [1.18109, 5.72878, 2.75659], [0.73949, 7.59979, 5.06476], [-0.32832, 7.41743, 3.63365], [-0.32147, 5.83333, 5.88291], [0.11642, 3.20155, 5.48176], [3.04241, 5.06915, 4.38238], [-0.24483, -5.28961, -0.30603], [-0.99024, -4.11695, -0.36058], [-0.59227, -3.00581, 0.36148], [0.54822, -3.06461, 1.15109], [1.28627, -4.25069, 1.22232], [0.89003, -5.35702, 0.48409], [2.48957, -4.35411, 2.09504], [3.13570, -5.37534, 2.15569], [2.87541, -3.15911, 2.90244], [3.96123, -3.24141, 3.76369], [4.33741, -2.13755, 4.50820], [3.63374, -0.94289, 4.39039], [2.54847, -0.85803, 3.53589], [2.16231, -1.96590, 2.79658], [0.97173, -1.85642, 1.90695], [0.36691, -0.80604, 1.81081], [-0.55358, -6.15330, -0.87902], [-1.88126, -4.07022, -0.97160], [-1.16546, -2.09067, 0.31643], [1.47003, -6.26727, 0.53391], [4.50549, -4.17092, 3.84874], [5.18056, -2.20514, 5.18184], [3.93677, -0.08227, 4.97222], [1.99299, 0.05722, 3.43433], [-5.22367, -5.54637, -8.18701], [-5.96069, -4.36891, -8.25585], [-5.56244, -3.25617, -7.53653], [-4.42971, -3.31800, -6.73635], [-3.70047, -4.50728, -6.65190], [-4.09709, -5.61616, -7.38696], [-2.50636, -4.61187, -5.76818], [-1.86813, -5.63960, -5.69435], [-2.11950, -3.41548, -4.96548], [-1.04069, -3.50401, -4.09615], [-0.66134, -2.40130, -3.35227], [-1.35314, -1.20114, -3.47881], [-2.43117, -1.10827, -4.34109], [-2.82320, -2.21553, -5.08124], [-4.00659, -2.10519, -5.98253], [-4.60666, -1.05785, -6.09195], [-5.53302, -6.41186, -8.75671], [-6.84655, -4.32080, -8.87410], [-6.12816, -2.33728, -7.59055], [-3.52326, -6.52963, -7.32639], [-0.50471, -4.43829, -4.00397], [0.17577, -2.47408, -2.67096], [-1.05077, -0.33872, -2.89965], [-2.97550, -0.18030, -4.44218]], "atomic_forces_ev_per_a": [[0.13, 0.53, -0.29], [0.04, -0.29, 0.32], [-0.46, -0.02, -0.41], [-0.48, 1.05, 0.82], [0.80, -0.56, 0.31], [-0.49, 0.20, 0.28], [0.16, -0.69, 0.92], [0.07, -0.28, -0.66], [-0.01, 1.37, 0.39], [0.66, -0.60, 0.44], [-0.05, -0.74, 0.17], [-0.20, -0.17, 0.79], [0.45, 1.20, -0.01], [-0.41, -0.28, -0.71], [0.39, -0.95, -0.72], [0.11, -0.54, 0.05], [-0.22, -0.17, 0.16], [-0.20, 0.15, -0.30], [0.31, 0.35, -0.21], [0.29, -0.16, -0.32], [0.14, 0.01, -0.53], [0.25, 0.84, -0.18], [-0.43, 0.04, -0.09], [-0.71, -0.04, 0.02], [-0.23, -0.09, 0.04], [0.04, -0.05, -0.18], [-0.04, 0.05, -0.01], [0.00, -0.08, 0.00], [-0.09, -0.01, -0.07], [0.11, -0.05, 0.06], [-0.01, 0.15, 0.06], [-0.06, -0.08, -0.08], [0.04, -0.11, -0.02], [0.04, -0.04, 0.01], [-0.10, 0.06, -0.04], [0.10, 0.03, 0.09], [-0.02, 0.06, 0.00], [-0.01, -0.07, -0.03], [0.24, -0.05, 0.14], [-0.05, -0.12, -0.09], [-0.11, 0.12, -0.04], [0.00, 0.01, 0.02], [-0.01, -0.02, -0.01], [-0.01, 0.00, -0.03], [0.05, 0.07, 0.04], [0.07, 0.01, 0.07], [-0.04, -0.07, -0.08], [0.02, 0.00, 0.01], [0.03, 0.01, 0.02], [-0.13, 0.04, -0.13], [-0.04, 0.05, -0.01], [0.03, -0.06, 0.00], [-0.10, -0.02, -0.09], [0.12, -0.07, 0.08], [0.00, 0.15, 0.06], [-0.06, -0.09, -0.07], [0.06, -0.12, -0.02], [0.02, -0.03, 0.02], [-0.12, 0.07, -0.05], [0.11, 0.01, 0.10], [0.01, 0.09, 0.00], [0.02, -0.05, 0.01], [0.06, 0.09, 0.11], [0.00, -0.14, -0.04], [-0.08, 0.10, -0.04], [-0.02, 0.04, 0.01], [-0.01, -0.02, -0.01], [-0.01, 0.00, -0.02], [0.06, 0.07, 0.05], [0.07, 0.01, 0.07], [-0.03, -0.06, -0.08], [0.02, 0.00, 0.00], [0.01, 0.01, 0.01], [-0.08, -0.02, -0.07]], "orbital_gap_ev": 7.366, "total_charge": 1, "fmax_ev_per_a": 1.43, "lumo_energy_ev": -3.56}

---

Record 3
{"formula": "C35H28AsDyN13OS5", "method": "ωB97M-V/def2-TZVPD", "symbols": ["Dy", "S", "As", "S", "S", "S", "C", "N", "C", "N", "C", "N", "C", "C", "C", "C", "C", "C", "C", "N", "N", "C", "O", "C", "C", "C", "C", "C", "C", "N", "C", "N", "C", "N", "C", "H", "H", "H", "H", "H", "H", "H", "H", "H", "H", "H", "H", "H", "H", "H", "H", "C", "C", "C", "C", "N", "C", "S", "N", "H", "H", "H", "H", "H", "N", "C", "C", "C", "C", "C", "C", "C", "N", "C", "C", "N", "C", "H", "H", "H", "H", "H", "H", "H"], "coordinates": [[-0.61256, 0.85051, 0.25011], [2.02474, -1.53253, 2.71896], [2.04162, 0.49783, 2.17020], [-0.00573, 1.14396, 2.84699], [1.97554, 0.59460, -0.06275], [3.50065, 1.88268, 2.89323], [2.10095, -2.51765, -3.77828], [1.19441, -1.50777, -3.29076], [0.58633, -1.47691, -2.09392], [-0.29585, -0.48493, -2.06701], [-0.17407, 0.12281, -3.26939], [0.69048, -0.50034, -4.08009], [3.51323, -2.38292, -3.10161], [4.30046, -3.50867, -2.96888], [5.59081, -3.41528, -2.40716], [6.03288, -2.21402, -1.98895], [5.21312, -1.10952, -2.08291], [3.93030, -1.14987, -2.60457], [5.74345, 0.13807, -1.48257], [6.84964, 0.38323, -0.90522], [6.81457, 1.70977, -0.46606], [5.71353, 2.19198, -0.89617], [5.01734, 1.26882, -1.57868], [5.23139, 3.56311, -0.85157], [6.00414, 4.60225, -1.28098], [5.65469, 5.91394, -1.05482], [4.43031, 6.16656, -0.39361], [3.58807, 5.10412, -0.03405], [2.38212, 5.47321, 0.77835], [1.23208, 4.75347, 0.33985], [0.78860, 3.60832, 0.74638], [-0.32809, 3.30383, 0.05954], [-0.53855, 4.40184, -0.71000], [0.40295, 5.28887, -0.60030], [4.02493, 3.79410, -0.24991], [2.42413, -2.35007, -4.80144], [1.66411, -3.49977, -3.80568], [0.78749, -2.20449, -1.27591], [-0.76807, 0.95516, -3.54872], [3.85860, -4.40459, -3.39720], [6.23037, -4.32437, -2.34368], [7.00866, -2.09320, -1.59940], [3.31601, -0.23900, -2.44020], [6.95805, 4.44893, -1.80706], [6.33952, 6.69040, -1.24222], [4.00775, 7.15451, -0.06982], [2.10430, 6.49807, 0.62248], [2.44668, 5.33239, 1.81215], [1.33940, 3.03812, 1.47935], [-1.39757, 4.42798, -1.35116], [3.36405, 2.94028, 0.00189], [-7.02940, 0.10682, 1.82842], [-5.63412, 0.50774, 1.65424], [-4.77806, 0.51924, 2.76446], [-3.48909, 0.97391, 2.57991], [-2.96955, 1.22214, 1.35940], [-3.89554, 1.03851, 0.31841], [-3.16252, 1.09475, -1.26221], [-5.13802, 0.73674, 0.47186], [-7.79251, 0.91367, 1.68959], [-7.15026, -0.28269, 2.84630], [-7.44031, -0.64300, 1.10887], [-5.25507, 0.39785, 3.72615], [-2.82636, 1.02120, 3.47243], [-8.77840, -6.45409, 1.82323], [-7.86690, -5.73499, 1.75299], [-6.68700, -4.94303, 1.77211], [-6.60107, -3.94478, 0.82199], [-5.36996, -3.28033, 0.78586], [-4.29235, -3.66429, 1.59009], [-4.44255, -4.78484, 2.46434], [-5.63189, -5.42752, 2.56155], [-3.08477, -2.94836, 1.44806], [-2.10616, -2.93269, 2.45445], [-1.15584, -2.07778, 2.04793], [-1.46810, -1.63074, 0.73966], [-2.65067, -2.11962, 0.45488], [-7.49612, -3.77794, 0.22966], [-5.22211, -2.43227, 0.16010], [-3.59861, -5.10936, 3.06889], [-5.80668, -6.32010, 3.15087], [-2.25898, -3.45733, 3.37964], [-0.17656, -1.85704, 2.55398], [-3.04638, -2.03755, -0.55494]], "atomic_forces_ev_per_a": [[-1.51, -0.42, 0.20], [0.83, -0.33, 0.03], [0.10, 0.14, 0.82], [0.14, 0.08, -0.78], [0.17, 0.02, 0.10], [-0.44, -0.25, -0.38], [2.48, 0.89, -0.05], [-1.32, 0.48, -0.25], [-0.09, -0.49, 0.19], [0.46, 0.07, 0.77], [1.24, -2.12, -0.46], [-0.12, 0.37, 0.66], [-1.82, -0.14, 0.47], [0.30, 0.19, -0.35], [-0.75, -2.42, -1.00], [0.19, 0.46, -0.06], [0.24, 1.38, 0.70], [0.18, 0.37, 0.61], [-0.62, 0.56, -0.82], [1.06, -0.39, 1.20], [0.89, -0.34, -0.17], [0.27, -0.52, -0.90], [-1.69, -0.02, -0.28], [-0.27, -0.70, 0.37], [1.86, 0.91, -0.84], [-2.03, -0.16, 1.32], [-0.44, 0.05, 0.19], [1.51, 0.59, 0.27], [-0.31, -0.01, -1.65], [-0.97, 1.06, -0.81], [-0.51, -1.08, -0.31], [0.28, -0.36, 0.89], [0.24, -1.24, 0.11], [0.20, 0.92, -0.05], [-2.09, -0.04, 0.34], [-0.93, 0.61, -0.41], [-0.13, -0.45, 0.64], [-0.13, 0.85, -0.76], [-0.24, 0.56, -0.33], [0.48, -0.29, 0.33], [-0.58, 0.82, 0.01], [0.79, 0.11, 0.48], [0.22, -0.90, -0.65], [-0.44, -0.33, 0.44], [0.58, 0.87, -0.52], [1.10, -0.65, -0.71], [0.20, 0.65, -0.12], [0.64, -0.51, 1.64], [-0.23, -0.14, 0.15], [-0.04, 0.40, -0.26], [0.64, 0.51, 0.12], [-2.57, -0.32, -0.11], [1.40, -0.48, 1.22], [-1.29, 0.85, -0.19], [1.25, -0.40, 0.11], [-1.93, -0.55, 0.26], [3.83, 0.56, 0.06], [0.19, 0.11, 0.30], [-2.17, -0.17, -1.43], [0.92, -0.11, 0.25], [-0.20, 0.02, -0.26], [0.92, 0.27, 0.40], [0.51, -0.22, 0.28], [-0.20, 0.23, -0.94], [1.09, 1.04, -0.26], [-1.90, -1.54, 0.67], [-0.48, -1.19, -0.46], [1.17, 0.07, 1.01], [-0.28, -0.10, 0.08], [-1.02, -0.56, -0.49], [1.71, 1.22, -0.09], [-0.91, 0.42, -0.60], [-0.08, -0.59, 0.98], [-0.78, 0.28, -0.34], [1.23, 0.02, -0.44], [0.12, 0.55, 1.36], [0.77, -0.51, -0.50], [0.50, 0.49, -0.15], [-0.03, 0.53, -0.53], [-0.10, 0.02, -0.23], [0.22, 0.23, 0.13], [0.09, 0.05, 0.00], [-1.08, 0.09, -0.70], [-0.45, 0.09, 0.49]], "spin_multiplicity": 6, "orbital_gap_ev": [5.930, 5.935], "s2": 9.34, "total_charge": -1, "e_above_lowest_kcal_mol": 31.20, "fmax_ev_per_a": 3.87, "lumo_energy_ev": [1.39, 1.39]}

---

no.,molar mass (g mol⁻¹)
1,591.61
2,864.42
3,1044.46